# 1
The following is a quantum chemistry calculation of CH3NO4 as an isolated structure in a non-equilibrium geometry, from the OMol25 dataset.

Last column: Mulliken charge in e.
Geometry (Å):
C  -0.01  0.07  -0.12  -0.518
N  -2.00  3.06  0.96  1.142
O  -2.79  3.01  0.10  -0.502
O  -1.79  3.79  1.89  -0.528
O  -1.16  0.87  -0.17  -0.172
O  -1.12  2.03  1.09  -0.237
H  0.10  -0.62  0.70  0.275
H  0.71  0.85  -0.06  0.268
H  0.26  -0.50  -1.06  0.272

Energy above the lowest of the compared OMol25 structures with the same formula, charge and spin   590.7 kJ/mol
Gap between HOMO and LUMO (spin up / spin down)   9.67 / 9.67 eV
Electronic energy   -10757.392 eV
HOMO (spin up / spin down)   -0.4147 / -0.4148 hartree
LUMO energy (spin up / spin down)   -0.0594 / -0.0594 Ha
Net charge   0

# 2
The following is a quantum chemistry calculation of C3H17B2Cl4Co2N3O22 as an isolated structure in a non-equilibrium geometry, from the OMol25 dataset.

Last column: Mulliken charge in e.
Geometry (Å):
Co  0.89  -2.01  1.11  0.951
Co  -0.90  2.02  0.06  -0.093
Cl  4.11  -0.69  2.03  1.816
O  4.64  -1.58  1.06  -0.733
O  4.52  -1.09  3.37  -0.698
O  4.46  0.65  1.73  -0.619
O  2.71  -0.84  1.94  -0.684
Cl  2.63  3.21  -0.66  1.647
O  2.53  4.14  -1.75  -0.717
O  3.74  3.46  0.22  -0.667
O  1.43  3.33  0.10  -0.713
O  2.63  1.86  -1.14  -0.579
Cl  -0.83  -1.60  4.37  1.708
O  -0.02  -2.33  3.38  -0.732
O  -2.21  -1.87  4.31  -0.655
O  -0.24  -2.01  5.58  -0.727
O  -0.56  -0.20  4.30  -0.633
Cl  -1.79  -4.17  -0.18  1.799
O  -1.89  -4.43  -1.61  -0.689
O  -1.42  -5.38  0.55  -0.717
O  -0.83  -3.17  0.06  -0.668
O  -3.03  -3.70  0.39  -0.668
B  0.05  -0.05  0.39  1.417
H  0.83  -0.57  -0.14  -0.142
H  -0.29  -0.60  1.25  -0.083
H  0.33  0.93  0.74  -0.192
H  -0.83  0.11  -0.22  -0.276
B  -1.11  2.39  2.27  0.968
H  -1.62  1.49  1.95  -0.209
H  -1.06  3.09  1.45  -0.012
H  -1.66  2.81  3.09  -0.299
H  -0.10  2.11  2.54  -0.321
C  -4.97  0.55  0.32  -0.916
N  -3.86  0.80  -0.63  0.812
O  -3.84  0.10  -1.63  -0.485
O  -2.98  1.60  -0.43  -0.395
H  -5.46  -0.41  0.17  0.326
H  -5.69  1.34  0.10  0.332
H  -4.72  0.68  1.38  0.327
C  2.67  -1.30  -2.55  -0.802
N  2.43  -2.55  -1.81  0.667
O  1.98  -2.47  -0.69  -0.226
O  2.92  -3.58  -2.29  -0.571
H  3.24  -1.53  -3.46  0.321
H  3.22  -0.63  -1.89  0.291
H  1.71  -0.82  -2.74  0.307
C  0.22  1.70  -4.22  -0.933
N  -0.84  2.00  -3.18  0.700
O  -0.56  1.63  -2.04  -0.491
O  -1.82  2.71  -3.41  -0.832
H  0.28  2.50  -4.96  0.330
H  -0.19  0.89  -4.81  0.259
H  1.18  1.50  -3.74  0.197

Gap between HOMO and LUMO (spin up / spin down)   3.90 / 7.32 eV
Expectation value of S²   15.7643
Electronic energy   -179553.741 eV
HOMO (spin up / spin down)   0.0638 / -0.0679 hartree
LUMO energy (spin up / spin down)   0.2073 / 0.2013 Ha
Net charge   -3
Multiplicity   8

# 3
The following is a quantum chemistry calculation of C44H55AsCaNOP2 as an isolated structure, from the OMol25 dataset.

Last column: Mulliken charge in e.
Geometry (Å):
Ca  0.61  0.58  0.04  1.816
C  -3.06  4.72  0.71  -1.506
C  -1.69  4.07  0.80  0.437
C  -1.44  3.54  2.21  -1.398
P  -1.34  2.67  -0.36  -0.200
C  -1.13  3.35  -2.08  0.680
C  -2.33  3.92  -2.84  -1.726
C  -0.47  2.25  -2.91  -1.110
C  -2.78  1.57  -0.33  1.244
C  -4.02  1.97  -0.84  -0.351
C  -5.14  1.17  -0.82  0.192
C  -6.47  1.63  -1.36  -1.827
C  -4.99  -0.11  -0.27  -0.834
C  -3.79  -0.53  0.25  0.381
C  -2.64  0.29  0.26  -2.211
N  -1.43  -0.16  0.75  0.647
C  -1.41  -1.11  1.77  -0.755
C  -2.30  -1.05  2.86  -0.084
C  -2.23  -1.95  3.91  -0.876
C  -1.26  -2.96  3.94  0.359
C  -1.18  -3.92  5.09  -1.747
C  -0.39  -3.03  2.87  -0.418
C  -0.44  -2.14  1.79  1.218
P  0.66  -2.28  0.35  0.075
C  -0.23  -3.36  -0.87  0.538
C  -1.15  -4.39  -0.23  -1.578
C  -1.00  -2.49  -1.87  -1.281
C  2.19  -3.22  0.80  0.826
C  2.93  -2.49  1.93  -1.469
C  2.11  -4.73  1.04  -1.575
H  -3.13  5.53  1.44  0.487
H  -3.85  4.00  0.95  0.342
H  -3.27  5.14  -0.27  0.227
H  -0.92  4.81  0.56  0.553
H  -2.12  2.70  2.43  0.213
H  -1.63  4.32  2.95  0.487
H  -0.42  3.19  2.35  0.235
H  -0.40  4.16  -1.93  0.470
H  -3.02  3.14  -3.13  0.394
H  -1.97  4.40  -3.76  0.451
H  -2.87  4.68  -2.28  0.314
H  -1.10  1.36  -2.95  0.286
H  0.51  1.98  -2.51  -0.233
H  -0.31  2.58  -3.94  0.583
H  -4.12  2.97  -1.25  0.379
H  -6.37  2.59  -1.87  0.359
H  -7.20  1.75  -0.56  0.336
H  -6.88  0.92  -2.07  0.383
H  -5.84  -0.79  -0.26  0.441
H  -3.72  -1.53  0.67  0.412
H  -3.04  -0.27  2.88  0.475
H  -2.93  -1.86  4.73  0.395
H  -2.16  -4.33  5.33  0.389
H  -0.80  -3.43  5.99  0.337
H  -0.52  -4.75  4.86  0.342
H  0.35  -3.82  2.87  -0.125
H  0.58  -3.87  -1.41  0.682
H  -1.99  -3.90  0.26  0.201
H  -0.64  -4.99  0.53  0.328
H  -1.54  -5.06  -0.99  0.477
H  -1.76  -1.89  -1.36  0.039
H  -1.51  -3.11  -2.61  0.553
H  -0.34  -1.81  -2.41  0.104
H  2.79  -3.09  -0.11  0.297
H  2.38  -2.57  2.87  0.207
H  3.06  -1.43  1.70  0.234
H  3.92  -2.93  2.08  0.503
H  1.57  -5.00  1.94  0.208
H  3.13  -5.13  1.14  0.509
H  1.64  -5.25  0.20  0.374
O  2.62  1.24  -0.54  -0.302
As  4.10  1.07  -1.31  1.408
C  4.75  2.77  -1.87  -0.036
C  6.11  3.03  -1.88  -0.390
C  6.56  4.27  -2.32  -0.699
C  5.65  5.22  -2.76  -0.469
C  4.29  4.95  -2.75  -0.645
C  3.83  3.72  -2.31  -0.403
C  3.89  -0.06  -2.82  -0.400
C  3.01  -1.14  -2.71  0.556
C  2.83  -1.99  -3.79  -0.507
C  3.52  -1.76  -4.98  -0.681
C  4.39  -0.68  -5.08  -0.734
C  4.57  0.18  -4.01  -0.393
C  5.35  0.27  -0.12  0.105
C  5.50  0.83  1.15  -0.445
C  6.37  0.24  2.06  -0.690
C  7.08  -0.89  1.69  -0.468
C  6.94  -1.44  0.42  -0.768
C  6.07  -0.86  -0.49  -0.209
H  6.82  2.29  -1.52  0.421
H  7.62  4.49  -2.33  0.417
H  6.00  6.18  -3.10  0.391
H  3.58  5.70  -3.08  0.425
H  2.77  3.50  -2.29  0.369
H  2.48  -1.32  -1.78  0.004
H  2.15  -2.83  -3.71  0.453
H  3.37  -2.42  -5.82  0.418
H  4.92  -0.50  -6.01  0.413
H  5.24  1.03  -4.09  0.499
H  4.93  1.71  1.43  0.460
H  6.48  0.66  3.04  0.426
H  7.76  -1.35  2.40  0.418
H  7.50  -2.32  0.14  0.426
H  5.95  -1.29  -1.48  0.515

Energy above the lowest of the compared OMol25 structures with the same formula, charge and spin   6.3 kJ/mol
Gap between HOMO and LUMO   6.71 eV
Electronic energy   -147911.407 eV
HOMO   -0.3176 hartree
LUMO energy   -0.0711 Ha
Net charge   +1

# 4
The following is a quantum chemistry calculation of a 5-piece molecular cluster, C34H60IO24PS6 overall in a non-equilibrium geometry, from the OMol25 dataset.

Last column: Mulliken charge in e.
Geometry (Å):
C  1.47  1.60  1.43  -0.883
C  1.69  0.97  0.24  -1.070
C  0.76  -0.12  -0.23  1.227
S  -0.81  0.75  -0.62  0.101
C  -2.05  -0.46  -0.08  -0.351
C  -3.41  0.05  -0.48  0.393
O  -3.58  1.21  -0.84  -0.574
O  -4.40  -0.87  -0.43  -0.415
C  -5.53  -0.36  0.31  -1.068
C  -6.53  0.43  -0.55  0.617
C  -6.37  0.26  -2.05  -1.452
O  -7.84  0.01  -0.07  -0.428
C  -8.74  1.05  -0.02  0.660
O  -8.80  1.79  0.95  -0.538
C  -9.65  1.20  -1.22  -0.646
S  -9.42  2.85  -1.94  -0.218
O  0.54  -0.94  0.95  -0.157
C  0.80  -2.24  0.61  0.478
O  0.16  -3.17  1.03  -0.659
C  1.94  -2.15  -0.39  -0.151
P  2.71  -3.73  -1.05  0.034
O  1.79  -4.92  -0.40  -0.356
I  2.29  -3.97  -3.44  -0.112
C  1.29  -1.09  -1.33  -0.206
C  2.12  -0.48  -2.46  -0.295
C  1.32  -0.31  -3.74  -0.645
C  2.13  0.27  -4.92  -1.156
C  2.03  1.78  -5.18  -1.139
C  2.15  2.74  -3.99  0.163
C  0.81  3.12  -3.35  -0.413
C  1.07  4.25  -2.32  0.642
C  -0.10  5.25  -2.29  -1.177
C  -0.20  5.90  -0.90  -1.033
C  1.09  6.71  -0.58  -0.698
C  2.01  6.04  0.47  -0.448
C  3.40  5.67  -0.09  -0.079
O  4.45  6.11  0.75  -0.512
C  4.56  5.33  1.92  -0.670
H  2.24  1.60  2.18  0.289
H  0.53  2.10  1.60  0.255
H  2.53  1.31  -0.36  0.181
H  -2.03  -0.62  0.99  0.207
H  -1.84  -1.40  -0.59  0.368
H  -5.15  0.32  1.07  0.385
H  -6.02  -1.19  0.79  0.605
H  -6.45  1.48  -0.30  0.424
H  -5.81  -0.61  -2.34  0.289
H  -7.37  0.14  -2.48  0.462
H  -5.97  1.17  -2.49  0.266
H  -10.68  1.07  -0.89  0.358
H  -9.42  0.49  -1.99  0.359
H  -9.66  3.62  -0.87  0.150
H  2.75  -1.61  0.09  0.431
H  1.77  -4.82  0.56  0.296
H  0.36  -1.45  -1.76  0.512
H  2.52  0.47  -2.12  -0.382
H  2.99  -1.09  -2.67  0.716
H  0.37  0.18  -3.57  0.293
H  1.08  -1.33  -4.04  0.606
H  3.16  -0.06  -4.84  0.429
H  1.73  -0.21  -5.81  0.327
H  1.13  2.04  -5.73  0.452
H  2.86  2.04  -5.84  0.324
H  2.87  2.40  -3.25  0.286
H  2.54  3.67  -4.38  0.089
H  0.38  2.30  -2.79  -0.253
H  0.17  3.49  -4.14  0.443
H  1.07  3.79  -1.34  -0.210
H  2.03  4.73  -2.50  0.064
H  -1.03  4.74  -2.50  0.496
H  0.06  6.04  -3.02  0.261
H  -1.03  6.60  -0.93  0.395
H  -0.40  5.15  -0.14  0.512
H  0.81  7.69  -0.22  0.417
H  1.65  6.82  -1.50  0.319
H  1.55  5.13  0.85  0.107
H  2.17  6.74  1.28  0.592
H  3.46  4.58  -0.22  0.122
H  3.57  6.13  -1.05  0.164
H  3.84  5.64  2.68  0.283
H  4.42  4.27  1.70  0.237
H  5.57  5.46  2.30  0.274
O  -6.09  -2.80  4.68  -0.557
S  -5.17  -3.69  4.07  1.110
O  -5.34  -5.09  4.12  -0.536
O  -3.70  -3.31  4.57  -0.360
C  -2.85  -3.01  3.45  -0.097
C  -3.79  -2.47  2.40  -0.190
O  -4.98  -3.26  2.53  -0.360
H  -2.37  -3.93  3.12  0.333
H  -2.09  -2.29  3.74  0.253
H  -3.39  -2.54  1.39  0.304
H  -4.06  -1.43  2.60  0.135
O  4.63  3.76  -5.03  -0.538
S  4.74  5.16  -5.15  1.242
O  4.06  6.05  -4.29  -0.561
O  4.42  5.55  -6.68  -0.329
C  5.53  6.25  -7.26  -0.328
C  6.74  5.71  -6.52  -0.365
O  6.29  5.56  -5.17  -0.328
H  5.39  7.32  -7.08  0.301
H  5.57  6.06  -8.33  0.308
H  7.59  6.39  -6.57  0.326
H  7.03  4.73  -6.90  0.275
O  3.89  -4.61  2.77  -0.465
S  3.82  -5.26  4.03  1.039
O  4.83  -5.10  5.01  -0.566
O  3.58  -6.83  3.77  -0.345
C  2.38  -7.26  4.43  -0.159
C  1.50  -6.04  4.46  -0.162
O  2.40  -4.95  4.71  -0.339
H  2.64  -7.59  5.44  0.190
H  1.94  -8.09  3.89  0.320
H  0.74  -6.09  5.23  0.322
H  1.02  -5.87  3.49  0.142
O  -2.03  -9.94  6.04  -0.559
S  -1.02  -8.98  6.24  1.078
O  -0.85  -7.88  5.36  -0.458
O  0.38  -9.73  6.42  -0.287
C  0.97  -9.39  7.68  -0.254
C  -0.20  -9.08  8.58  -0.329
O  -1.13  -8.40  7.73  -0.307
H  1.60  -8.51  7.53  0.200
H  1.58  -10.21  8.05  0.344
H  0.07  -8.45  9.42  0.316
H  -0.68  -9.99  8.95  0.274

SMILES string   C=C[C@]1(SCC(=O)OC[C@@H](C)OC(=O)CS)OC(=O)[C@@H](P(O)I)[C@@H]1CCCCCCCCCCCCOC.O=S1(=O)OCCO1.O=S1(=O)OCCO1.O=S1(=O)OCCO1.O=S1(=O)OCCO1
Gap between HOMO and LUMO   8.36 eV
Electronic energy   -167765.213 eV
HOMO   -0.3120 hartree
LUMO energy   -0.0046 Ha
Net charge   0

Question: electronic energy of number 2 (C3H17B2Cl4Co2N3O22)?
Answer: -179553.741 eV

Question: Which of these has the lowest electronic energy?
Answer: C3H17B2Cl4Co2N3O22